The following is a quantum chemistry calculation of a cluster of 4 separate species, C32H46N2O7S in total, from the Open Molecules 2025 dataset.

Positions of all 88 atoms, in Å:
S1 -2.10340 -1.32831 -0.21941
O1 -1.11642 -0.86452 0.73010
O2 4.94091 -1.89332 -2.01766
O3 6.49193 -1.92847 -3.67856
O4 -3.49647 -1.11660 0.07469
O5 2.04710 0.87757 -2.05181
O6 4.02203 1.82019 -1.42024
O7 -1.81038 -2.86635 -0.47511
N1 4.15955 2.41695 -4.26423
N2 2.02615 2.57748 -0.50853
C1 5.73063 -4.04167 -2.80244
C2 3.65346 -1.57304 -2.58063
C3 -0.41193 -1.00566 -2.40495
C4 1.54434 -5.19708 2.14064
C5 -5.34095 -0.70743 2.64808
C6 5.78033 -2.53841 -2.90293
C7 -1.76114 -0.63619 -1.79267
C8 1.32778 -0.14415 -4.12365
C9 -5.50374 3.02162 3.85843
C10 0.62954 -4.25164 2.58015
C11 3.22564 -3.48333 1.96150
C12 -0.36075 2.40402 0.23811
C13 1.00992 -2.92249 2.71161
C14 1.07862 1.94022 0.44365
C15 -4.19873 -0.25152 4.71657
C16 -6.55714 -0.69959 3.31960
C17 -4.16904 3.35339 3.66599
C18 -0.08411 -0.02383 -3.53576
C19 -5.97996 5.30509 4.45143
C20 -5.41495 -0.23320 5.38457
C21 4.86313 2.02202 -5.47774
C22 -3.74015 4.65848 3.86571
C23 2.50228 0.60565 -3.41674
C24 2.30823 -2.53447 2.39740
C25 3.73100 -0.31727 -3.45399
C26 2.79060 1.96516 -4.12086
C27 2.80319 1.75388 -1.32497
C28 2.84205 -4.81353 1.83649
C29 -6.40753 3.99870 4.25261
C30 -4.16232 -0.48249 3.34774
C31 -4.64600 5.63576 4.25675
C32 -6.59467 -0.45622 4.68666
H1 -3.46615 2.58834 3.36072
H2 1.13492 0.85054 0.37562
H3 -0.41295 -2.04204 -2.76022
H4 -0.77884 -0.22533 -4.36493
H5 2.35143 1.93904 -5.12416
H6 6.73516 -4.42710 -3.00537
H7 1.57659 -1.21155 -4.18436
H8 -1.05240 1.65186 0.63210
H9 -3.28003 -0.07482 5.26184
H10 -2.60830 -0.86284 -2.44705
H11 5.05201 -4.43575 -3.56541
H12 5.40510 -4.36969 -1.81795
H13 -0.29618 0.99945 -3.20831
H14 -0.57028 3.34019 0.76382
H15 3.84408 -0.61232 -4.50596
H16 4.23577 -3.18065 1.72110
H17 2.60517 -1.49811 2.49365
H18 1.27096 0.21159 -5.15537
H19 -5.83591 2.00438 3.69982
H20 -2.69866 4.91555 3.71778
H21 0.36099 -0.93672 -1.62844
H22 1.40501 2.20627 1.45468
H23 -3.21819 -0.48761 2.81643
H24 -6.68635 6.06585 4.75849
H25 0.29259 -2.18858 3.05632
H26 -0.38037 -4.55349 2.83196
H27 2.22781 2.73354 -3.56961
H28 -1.78580 0.43272 -1.55162
H29 4.70330 2.24259 -3.43313
H30 4.64029 0.21146 -3.17297
H31 4.79766 2.80558 -6.24234
H32 5.92472 1.86287 -5.26414
H33 -7.47664 -0.87338 2.77510
H34 -4.31244 6.65425 4.40952
H35 1.24783 -6.23365 2.04306
H36 -0.56573 2.54177 -0.82885
H37 2.97278 -1.45437 -1.73584
H38 3.30735 -2.44219 -3.15897
H39 -5.44642 -0.04062 6.44932
H40 2.72333 3.10882 0.00755
H41 4.49028 1.08105 -5.91061
H42 -1.34741 -3.20487 0.31058
H43 -7.44785 3.74071 4.40613
H44 -7.54340 -0.43277 5.20784
H45 3.55541 -5.55576 1.50237
H46 -5.29887 -0.88962 1.58422

Taken from the Löwdin analysis, the atomic charges in e are: number 1, S, carries 0.59; number 2, O, carries -0.30; number 3, O, carries -0.04; number 4, O, carries 0.12; number 5, O, carries -0.28; number 6, O, carries 0.00; number 7, O, carries 0.10; number 8, O, carries -0.14; number 9, N, carries -0.11; number 10, N, carries 0.08; number 11, C, carries 0.02; number 12, C, carries -0.14; number 13, C, carries -0.21; number 14, C, carries -0.10; number 15, C, carries -0.09; number 16, C, carries -0.50; number 17, C, carries -0.24; number 18, C, carries -0.10; number 19, C, carries -0.08; number 20, C, carries -0.11; number 21, C, carries -0.09; number 22, C, carries -0.08; number 23, C, carries -0.10; number 24, C, carries -0.22; number 25, C, carries -0.10; number 26, C, carries -0.10; number 27, C, carries -0.09; number 28, C, carries -0.18; number 29, C, carries -0.10; number 30, C, carries -0.11; number 31, C, carries -0.13; number 32, C, carries -0.10; number 33, C, carries -0.36; number 34, C, carries -0.09; number 35, C, carries -0.10; number 36, C, carries -0.15; number 37, C, carries -0.52; number 38, C, carries -0.10; number 39, C, carries -0.09; number 40, C, carries -0.09; number 41, C, carries -0.10; number 42, C, carries -0.11; number 43, H, carries 0.09; number 44, H, carries 0.10; number 45, H, carries 0.12; number 46, H, carries 0.12; number 47, H, carries 0.12; number 48, H, carries 0.09; number 49, H, carries 0.11; number 50, H, carries 0.05; number 51, H, carries 0.10; number 52, H, carries 0.12; number 53, H, carries 0.09; number 54, H, carries 0.08; number 55, H, carries 0.12; number 56, H, carries 0.07; number 57, H, carries 0.13; number 58, H, carries 0.10; number 59, H, carries 0.10; number 60, H, carries 0.11; number 61, H, carries 0.08; number 62, H, carries 0.10; number 63, H, carries 0.11; number 64, H, carries 0.12; number 65, H, carries 0.09; number 66, H, carries 0.10; number 67, H, carries 0.10; number 68, H, carries 0.10; number 69, H, carries 0.13; number 70, H, carries 0.10; number 71, H, carries 0.08; number 72, H, carries 0.11; number 73, H, carries 0.07; number 74, H, carries 0.08; number 75, H, carries 0.10; number 76, H, carries 0.10; number 77, H, carries 0.10; number 78, H, carries 0.07; number 79, H, carries 0.13; number 80, H, carries 0.13; number 81, H, carries 0.10; number 82, H, carries 0.13; number 83, H, carries 0.07; number 84, H, carries 0.09; number 85, H, carries 0.10; number 86, H, carries 0.10; number 87, H, carries 0.10; number 88, H, carries 0.08

---

The following is a quantum chemistry calculation of a structure of composition C32H47BI2InN4O2, from the Open Molecules 2025 dataset.

Positions of all 89 atoms, in Å:
I1 5.10085 -1.94346 1.27179
I2 5.80348 -1.88271 -2.53681
In1 1.85222 -0.27852 0.43430
O1 -1.11555 -0.50045 -0.23946
O2 2.75124 -0.56401 3.61331
N1 -2.66560 -3.24934 3.26218
N2 3.62987 2.45925 -3.32492
N3 -6.50056 -6.29600 5.40373
N4 11.38948 -0.00247 -2.83617
C1 0.21730 -0.27616 3.42593
C2 4.45857 -0.53226 -1.38866
C3 -2.02942 -0.39665 -1.23641
C4 -3.15838 -4.23664 2.91858
C5 -4.30501 -0.57803 -1.89217
C6 -0.67168 4.06758 -1.93373
C7 3.75336 -1.31893 -0.30507
C8 5.32242 0.64559 -0.86839
C9 9.40459 -1.31904 -1.74349
C10 0.07067 -1.27492 -0.56109
C11 -4.91959 -2.19729 0.39023
C12 -1.79965 5.61142 -0.54014
C13 -2.31103 0.63888 -4.87458
C14 -0.27048 4.02480 0.38293
C15 1.92322 1.94740 -0.02123
C16 -5.42915 -6.10259 5.79115
C17 -0.00358 3.50024 -0.86137
C18 -2.71549 0.16939 -3.49069
C19 -1.76039 0.03610 -2.51476
C20 -4.01984 -0.12860 -3.16372
C21 -0.23018 1.19077 3.21891
C22 -3.77512 -5.49395 2.49789
C23 0.92556 2.33507 -1.15038
C24 -4.07193 -5.85558 6.28392
C25 -4.23696 -0.03008 1.35894
C26 -1.15876 5.06908 0.53654
C27 -1.55373 5.11158 -1.80452
C28 10.51344 -0.58281 -2.35403
C29 -3.34474 -0.71546 -0.92050
C30 3.34051 5.05888 -3.23918
C31 3.50810 3.60736 -3.28699
C32 -3.74160 -1.19275 0.46215
B1 1.66212 -0.40879 2.73468
H1 1.42792 2.50182 -2.10700
H2 -2.93762 -1.73332 0.96747
H3 5.32512 0.72754 0.21919
H4 6.33504 0.55747 -1.25827
H5 0.01226 -2.27036 -0.09611
H6 -1.36600 5.48319 1.51837
H7 2.90662 -1.48598 3.83982
H8 -5.05642 -2.72385 1.33978
H9 0.19552 3.60620 1.26722
H10 -0.48702 -1.00498 3.01050
H11 -4.81225 -0.00816 -3.89670
H12 -2.18714 1.72684 -4.86956
H13 -3.65795 -6.77213 6.70002
H14 -3.47149 -6.29447 3.17038
H15 0.32266 -0.43998 4.51052
H16 -3.39101 0.59475 1.65029
H17 -4.76230 -0.43774 2.22888
H18 -3.06714 0.35233 -5.60826
H19 -2.50314 6.43440 -0.45204
H20 3.40711 -2.25000 -0.76304
H21 3.73145 -0.14254 -2.10208
H22 2.93141 2.12756 -0.41434
H23 8.51105 -1.24108 -2.36497
H24 -3.43652 -5.51367 5.46917
H25 -4.09458 -5.09098 7.05748
H26 -3.46154 -5.74214 1.48572
H27 3.55679 5.42085 -2.23579
H28 0.20714 -1.44984 -1.63232
H29 -0.73333 0.29607 -2.76443
H30 9.18474 -0.90900 -0.75939
H31 0.27110 1.46970 -1.31180
H32 -5.85480 -1.68552 0.13825
H33 4.02018 5.53272 -3.94513
H34 9.67236 -2.36890 -1.63946
H35 -2.03146 5.48339 -2.70475
H36 -0.49746 3.65860 -2.92871
H37 4.88600 1.57204 -1.25321
H38 1.78434 2.50070 0.90619
H39 -5.34982 -0.78694 -1.69148
H40 -0.55590 1.36835 2.18801
H41 2.31575 5.31996 -3.49763
H42 -1.04013 1.46795 3.90409
H43 -4.85968 -5.40096 2.52253
H44 -1.34620 0.19506 -5.13364
H45 -4.99275 0.52101 0.78800
H46 0.58309 1.90339 3.41554
H47 -4.77294 -2.95483 -0.38975

Total charge = -1

Taken from the Löwdin analysis, the atomic charges in e are: number 1, I, carries 0.75; number 2, I, carries 0.72; number 3, In, carries 0.78; number 4, O, carries -0.15; number 5, O, carries -0.03; number 6, N, carries 0.16; number 7, N, carries 0.17; number 8, N, carries 0.12; number 9, N, carries 0.10; number 10, C, carries -0.22; number 11, C, carries -0.85; number 12, C, carries -0.25; number 13, C, carries -0.28; number 14, C, carries -0.05; number 15, C, carries -0.07; number 16, C, carries -0.86; number 17, C, carries -0.22; number 18, C, carries -0.11; number 19, C, carries -0.22; number 20, C, carries -0.10; number 21, C, carries -0.12; number 22, C, carries -0.05; number 23, C, carries -0.04; number 24, C, carries -0.22; number 25, C, carries -0.28; number 26, C, carries -0.21; number 27, C, carries -0.28; number 28, C, carries 0.01; number 29, C, carries -0.06; number 30, C, carries -0.14; number 31, C, carries -0.07; number 32, C, carries -0.23; number 33, C, carries -0.06; number 34, C, carries -0.05; number 35, C, carries -0.10; number 36, C, carries -0.10; number 37, C, carries -0.29; number 38, C, carries -0.13; number 39, C, carries -0.06; number 40, C, carries -0.25; number 41, C, carries -0.34; number 42, B, carries -0.48; number 43, H, carries 0.07; number 44, H, carries 0.11; number 45, H, carries 0.03; number 46, H, carries 0.03; number 47, H, carries 0.04; number 48, H, carries 0.10; number 49, H, carries 0.06; number 50, H, carries 0.06; number 51, H, carries 0.09; number 52, H, carries 0.07; number 53, H, carries 0.10; number 54, H, carries 0.07; number 55, H, carries 0.08; number 56, H, carries 0.07; number 57, H, carries 0.08; number 58, H, carries 0.08; number 59, H, carries 0.07; number 60, H, carries 0.07; number 61, H, carries 0.10; number 62, H, carries -0.02; number 63, H, carries 0.05; number 64, H, carries 0.00; number 65, H, carries -0.04; number 66, H, carries 0.06; number 67, H, carries 0.09; number 68, H, carries 0.08; number 69, H, carries 0.09; number 70, H, carries 0.04; number 71, H, carries 0.12; number 72, H, carries 0.08; number 73, H, carries 0.06; number 74, H, carries 0.07; number 75, H, carries 0.08; number 76, H, carries 0.08; number 77, H, carries 0.10; number 78, H, carries 0.11; number 79, H, carries 0.03; number 80, H, carries 0.01; number 81, H, carries 0.10; number 82, H, carries 0.05; number 83, H, carries 0.08; number 84, H, carries 0.07; number 85, H, carries 0.08; number 86, H, carries 0.08; number 87, H, carries 0.08; number 88, H, carries 0.07; number 89, H, carries 0.08

---

| no. | Kohn-Sham gap (eV) | HOMO (eV) |
| --- | --- | --- |
| 1 | 8.81 | -8.48 |
| 2 | 6.05 | -4.17 |